# 1
Density functional theory data (ωB97M-V/def2-TZVPD) for a structure of composition C42H47N7OPSeZr.

XYZ file:
```
100
Properties=species:S:1:pos:R:3
Zr 0.23 -0.70 0.41
O -1.28 -1.89 3.51
C -1.42 -1.20 2.51
N -0.70 -0.11 2.18
C 0.29 0.24 3.21
C 1.54 -0.60 3.11
C 2.47 -0.58 4.15
C 3.68 -1.23 3.98
C 3.92 -1.89 2.77
C 2.94 -1.90 1.82
N 1.75 -1.28 1.97
C -2.44 -1.58 1.47
C -3.80 -1.55 1.73
C -4.66 -1.95 0.72
C -4.12 -2.40 -0.48
C -2.75 -2.40 -0.65
N -1.90 -1.98 0.30
H -0.15 0.14 4.20
H 0.58 1.29 3.07
H 2.24 -0.05 5.06
H 4.42 -1.22 4.76
H 4.87 -2.37 2.58
H 3.10 -2.40 0.87
H -4.15 -1.22 2.70
H -5.73 -1.92 0.87
H -4.76 -2.73 -1.29
H -2.30 -2.76 -1.57
N -0.45 0.43 -2.63
P -1.44 0.65 -1.24
C -3.07 0.40 -2.00
C -4.18 1.03 -1.43
C -5.44 0.85 -2.00
C -5.59 0.06 -3.13
C -4.49 -0.58 -3.68
C -3.23 -0.42 -3.12
C -1.37 2.43 -0.94
C -1.58 3.34 -1.97
C -1.50 4.70 -1.72
C -1.24 5.15 -0.43
C -1.07 4.25 0.61
C -1.13 2.89 0.36
C 0.63 -0.40 -2.72
C 1.48 -0.32 -3.83
C 2.60 -1.12 -3.88
C 2.85 -2.01 -2.83
C 1.97 -2.04 -1.79
N 0.86 -1.26 -1.70
H -0.59 1.05 -3.42
H -4.06 1.66 -0.56
H -6.30 1.35 -1.57
H -6.56 -0.06 -3.58
H -4.61 -1.20 -4.56
H -2.38 -0.92 -3.55
H -1.82 3.00 -2.97
H -1.65 5.41 -2.52
H -1.20 6.22 -0.23
H -0.90 4.62 1.61
H -1.01 2.18 1.16
H 1.27 0.39 -4.61
H 3.28 -1.05 -4.72
H 3.71 -2.66 -2.84
H 2.12 -2.72 -0.96
N 0.36 -6.66 1.65
C -0.32 -5.55 2.39
C 0.44 -4.25 2.16
N 0.51 -3.88 0.73
C 1.15 -4.99 0.01
C 0.44 -6.33 0.19
H -0.13 -7.55 1.79
H 1.30 -6.79 2.03
H -0.37 -5.78 3.45
H -1.34 -5.47 2.01
H 1.47 -4.36 2.52
H -0.03 -3.49 2.75
H -0.43 -3.76 0.37
H 2.18 -5.07 0.37
H 1.19 -4.78 -1.06
H 0.98 -7.12 -0.33
H -0.58 -6.29 -0.19
C 2.59 7.32 -0.21
C 2.37 5.84 -0.13
C 2.31 5.18 1.09
C 2.16 3.81 1.19
C 2.12 3.18 2.55
C 2.06 3.07 0.00
Se 2.04 1.11 0.10
C 2.12 3.70 -1.25
C 2.11 2.95 -2.55
C 2.27 5.08 -1.29
H 2.56 7.79 0.77
H 1.83 7.79 -0.85
H 3.56 7.53 -0.66
H 2.39 5.76 2.00
H 2.59 3.84 3.28
H 2.63 2.22 2.57
H 1.08 3.04 2.87
H 1.55 2.02 -2.45
H 3.13 2.69 -2.85
H 1.66 3.55 -3.34
H 2.33 5.56 -2.25
```

The spin multiplicity is 1. As for the energy: -132691.6510 eV. Its gap between HOMO and LUMO is 6.178 eV. The total charge is +3.

---

# 2
Density functional theory data (ωB97M-V/def2-TZVPD) for a structure of composition C25H52Cl2P2Si2W.

XYZ file:
```
84
Properties=species:S:1:pos:R:3
W -0.06 0.00 0.49
C -0.44 0.10 2.62
C 0.91 0.56 2.38
C 0.79 1.77 1.57
Si 2.42 -0.28 3.13
C -0.59 1.99 1.29
C -1.37 0.98 1.98
Si -3.24 0.70 2.04
H -0.72 -0.74 3.26
H 1.60 2.40 1.23
H -1.01 2.84 0.75
Cl 0.65 -0.24 -3.87
C -3.72 -0.42 3.46
C -4.12 2.36 2.15
C 1.96 -1.41 4.55
C 3.68 1.00 3.66
H -3.78 2.88 3.05
H -5.21 2.22 2.24
H -3.93 3.01 1.29
H -3.19 -1.38 3.42
H -4.80 -0.63 3.44
H -3.49 0.06 4.43
H 3.21 1.70 4.37
H 4.08 1.58 2.82
H 4.52 0.52 4.18
H 1.49 -0.84 5.36
H 2.87 -1.89 4.96
H 1.28 -2.21 4.25
C -3.57 -0.17 0.37
C 3.08 -1.29 1.65
P -2.30 0.22 -0.89
H -4.57 0.09 0.02
H -3.55 -1.27 0.53
P 2.45 -0.63 0.05
H 2.71 -2.33 1.75
H 4.17 -1.30 1.67
C 3.07 -1.88 -1.19
C 3.66 0.80 -0.14
C -2.86 1.97 -1.34
C -2.91 -0.75 -2.38
C -2.04 -1.97 -2.69
H -2.80 -0.04 -3.21
C -4.37 -1.20 -2.31
H -4.49 -1.95 -1.52
H -4.61 -1.68 -3.27
H -5.08 -0.39 -2.14
H -0.98 -1.70 -2.75
H -2.35 -2.38 -3.66
H -2.18 -2.75 -1.92
H -2.77 2.54 -0.39
C -4.33 2.08 -1.79
C -1.90 2.57 -2.37
H -5.05 1.75 -1.03
H -4.52 1.51 -2.71
H -4.57 3.14 -2.00
H -0.86 2.58 -2.00
H -2.19 3.62 -2.57
H -1.93 2.02 -3.32
H 3.46 1.44 0.74
C 3.37 1.61 -1.40
C 5.14 0.37 -0.08
H 5.41 -0.10 0.88
H 5.79 1.25 -0.18
H 5.39 -0.33 -0.88
H 2.34 1.99 -1.41
H 3.51 1.01 -2.31
H 4.05 2.47 -1.46
C 1.93 -2.75 -1.74
C 4.18 -2.78 -0.66
H 3.46 -1.25 -2.01
H 3.79 -3.46 0.11
H 5.04 -2.24 -0.25
H 4.54 -3.40 -1.50
H 1.45 -3.32 -0.93
H 2.35 -3.46 -2.46
H 1.18 -2.14 -2.26
C 1.10 1.39 -4.53
H 1.10 2.23 -3.77
H 2.10 1.27 -4.98
H 0.36 1.58 -5.33
Cl 0.28 -2.90 1.78
C -0.83 -1.92 0.76
H -0.77 -2.36 -0.25
H -1.84 -2.06 1.17
```

The spin multiplicity is 3. As for the energy: -87972.6982 eV. Its gap between HOMO and LUMO (alpha / beta) is 6.265 / 5.967 eV. The total charge is 0. Its expectation value of S² is 2.013.

---

# 3
Density functional theory data (ωB97M-V/def2-TZVPD) for a cluster of 2 separate species, C2HNO2S in total.

XYZ file:
```
7
Properties=species:S:1:pos:R:3
N 0.77 0.64 -1.02
C 0.76 1.65 -0.36
S 0.66 2.90 0.60
H 1.37 -0.18 -0.96
O 3.14 -1.71 -0.54
C 3.64 -0.86 0.06
O 3.96 0.06 0.67
```

The spin multiplicity is 1. As for the energy: -18510.7425 eV. Its SMILES is N=C=S.O=C=O. Its gap between HOMO and LUMO is 9.884 eV. The total charge is 0.

---

# 4
Density functional theory data (ωB97M-V/def2-TZVPD) for a cluster of 2 separate species, C2HF2NO3 in total.

XYZ file:
```
9
Properties=species:S:1:pos:R:3
C -1.05 0.18 -0.51
C 0.07 0.08 0.47
N 1.42 0.35 0.03
O 2.33 0.09 0.78
O -0.93 0.26 -1.71
O 1.46 0.95 -1.04
F -1.03 -1.98 0.28
F -0.28 0.19 1.74
H -2.00 -0.11 -0.04
```

The spin multiplicity is 1. As for the energy: -15149.2476 eV. Its gap between HOMO and LUMO (alpha / beta) is 6.936 / 6.937 eV. The total charge is 0.